No. 1
Entry from OMol25: an isolated molecule of C22H27F2NO (ωB97M-V/def2-TZVPD).

Calculated values
Maximum force (eV/A): 0.56
HOMO (eV): -8.6
Total energy (eV): -32225.13442
Gap between HOMO and LUMO (eV): 9.30

Structure (ORCA input):
```
! RIJCOSX wB97M-V def2-TZVPD def2/J DEFGRID3
* xyz 0 1
O -0.19 3.30 0.31
C -0.38 2.13 -0.45
C 0.29 0.88 0.16
C 1.80 1.11 0.36
C 2.58 1.54 -0.89
C 4.09 1.55 -0.62
C 4.61 0.17 -0.34
C 4.94 -0.23 0.94
C 5.39 -1.52 1.19
C 5.51 -2.42 0.15
C 5.19 -2.03 -1.14
C 4.75 -0.74 -1.38
C 0.06 -0.34 -0.74
C -1.38 -0.84 -0.72
N -1.77 -1.15 0.64
C -2.99 -1.92 0.76
C -4.23 -1.19 0.29
C -4.59 -1.16 -1.05
C -5.67 -0.41 -1.46
F -6.00 -0.41 -2.77
C -6.43 0.34 -0.58
C -6.09 0.32 0.76
C -5.00 -0.44 1.17
F -4.71 -0.45 2.49
C -1.74 0.04 1.47
C -0.32 0.59 1.54
H 0.75 3.48 0.37
H -1.46 2.00 -0.50
H -0.01 2.28 -1.48
H 1.95 1.86 1.14
H 2.23 0.18 0.73
H 2.28 2.54 -1.21
H 2.38 0.84 -1.70
H 4.60 1.96 -1.49
H 4.30 2.20 0.23
H 4.84 0.47 1.76
H 5.64 -1.82 2.20
H 5.86 -3.43 0.34
H 5.29 -2.73 -1.96
H 4.50 -0.44 -2.39
H 0.33 -0.10 -1.77
H 0.70 -1.15 -0.39
H -1.45 -1.75 -1.31
H -2.05 -0.08 -1.17
H -2.87 -2.83 0.17
H -3.11 -2.20 1.81
H -4.04 -1.74 -1.78
H -7.27 0.92 -0.94
H -6.65 0.87 1.49
H -2.07 -0.23 2.48
H -2.42 0.82 1.09
H -0.32 1.50 2.14
H 0.31 -0.16 2.04
*
```

Charges obtained by natural (NBO) population analysis, quoted in units of e:
1. O -0.72
2. C -0.07
3. C -0.07
4. C -0.40
5. C -0.39
6. C -0.41
7. C -0.04
8. C -0.16
9. C -0.22
10. C -0.22
11. C -0.20
12. C -0.21
13. C -0.40
14. C -0.22
15. N -0.44
16. C -0.23
17. C -0.09
18. C -0.26
19. C 0.38
20. F -0.32
21. C -0.26
22. C -0.26
23. C 0.38
24. F -0.33
25. C -0.23
26. C -0.40
27. H 0.46
28. H 0.18
29. H 0.16
30. H 0.20
31. H 0.22
32. H 0.20
33. H 0.20
34. H 0.22
35. H 0.20
36. H 0.20
37. H 0.21
38. H 0.21
39. H 0.21
40. H 0.21
41. H 0.21
42. H 0.21
43. H 0.20
44. H 0.17
45. H 0.21
46. H 0.22
47. H 0.23
48. H 0.23
49. H 0.23
50. H 0.21
51. H 0.16
52. H 0.22
53. H 0.21

No. 2
Entry from OMol25: a cluster of 5 separate species, C7H17Br4N3O6 in total (ωB97M-V/def2-TZVPD).

Calculated values
Maximum force (eV/A): 3.29
HOMO (eV): -9.3
Total energy (eV): -304450.79008
Gap between HOMO and LUMO (eV): 9.22

Structure (ORCA input):
```
! RIJCOSX wB97M-V def2-TZVPD def2/J DEFGRID3
* xyz 0 1
C 2.03 -2.96 1.95
N 1.22 -1.74 1.66
O 1.77 -0.67 1.80
O 0.06 -1.89 1.36
H 1.53 -3.81 1.50
H 1.97 -3.09 3.03
H 3.04 -2.82 1.59
C -5.24 -2.99 2.86
N -4.89 -1.55 2.79
O -5.79 -0.73 2.81
O -3.72 -1.29 2.67
H -6.22 -3.12 3.30
H -4.49 -3.46 3.49
H -5.17 -3.43 1.87
C -1.44 0.94 1.36
N -0.61 1.01 0.13
O 0.37 1.72 0.15
O -0.94 0.32 -0.82
H -0.79 0.96 2.22
H -2.11 0.10 1.22
H -2.01 1.87 1.40
Br 3.97 1.56 -3.75
C 4.42 2.57 -2.14
C 3.14 3.09 -1.56
Br 3.49 4.01 0.10
H 5.11 3.35 -2.45
H 4.83 1.82 -1.48
H 2.49 2.26 -1.28
H 2.56 3.70 -2.24
Br 1.25 -1.20 -3.90
C 0.59 0.02 -2.54
C -0.38 0.99 -3.10
Br 0.46 2.40 -4.13
H 1.42 0.57 -2.12
H 0.14 -0.58 -1.76
H -0.89 1.49 -2.27
H -1.17 0.58 -3.72
*
```

Charges obtained by natural (NBO) population analysis, quoted in units of e:
1. C -0.48
2. N 0.54
3. O -0.37
4. O -0.38
5. H 0.23
6. H 0.24
7. H 0.24
8. C -0.49
9. N 0.54
10. O -0.37
11. O -0.38
12. H 0.23
13. H 0.23
14. H 0.24
15. C -0.48
16. N 0.55
17. O -0.37
18. O -0.41
19. H 0.24
20. H 0.25
21. H 0.23
22. Br -0.02
23. C -0.43
24. C -0.46
25. Br -0.01
26. H 0.23
27. H 0.22
28. H 0.23
29. H 0.24
30. Br -0.04
31. C -0.46
32. C -0.45
33. Br -0.03
34. H 0.22
35. H 0.26
36. H 0.24
37. H 0.23

No. 3
Entry from OMol25: a structure of composition C32H30CrF3N5O3S (ωB97M-V/def2-TZVPD).

Calculated values
Maximum force (eV/A): 1.58
HOMO (spin up / spin down) (eV): -4.6 / -8.4
⟨S²⟩: 6.071
Total energy (eV): -94674.12220
Gap between HOMO and LUMO (spin up / spin down) (eV): 4.75 / 8.32

Structure (ORCA input):
```
! RIJCOSX wB97M-V def2-TZVPD def2/J DEFGRID3
* xyz 0 5
Cr -0.33 0.07 0.01
C 1.52 0.21 -2.61
C 0.31 -0.33 -3.37
C -1.06 0.04 -2.89
C -1.93 0.66 -3.77
C -3.28 0.84 -3.46
C -3.75 0.23 -2.27
C -2.85 -0.35 -1.42
N -1.49 -0.34 -1.62
N 1.66 -0.22 -1.20
C 2.50 0.78 -0.50
C 2.36 0.67 0.99
C 3.45 0.73 1.84
C 3.24 0.70 3.21
C 1.94 0.64 3.67
C 0.90 0.57 2.76
N 1.09 0.57 1.43
C 2.39 -1.51 -1.06
C 1.83 -2.85 -1.51
C 2.72 -3.93 -1.51
C 2.28 -5.16 -1.97
C 0.97 -5.28 -2.40
C 0.15 -4.17 -2.33
N 0.58 -2.98 -1.90
H 2.43 -0.06 -3.17
H 1.47 1.30 -2.61
H 0.42 0.00 -4.41
H 0.37 -1.41 -3.37
H -1.56 0.96 -4.74
H -3.96 1.35 -4.13
H -4.80 0.21 -2.04
H -3.19 -0.83 -0.52
H 3.55 0.69 -0.80
H 2.15 1.78 -0.78
H 4.45 0.80 1.43
H 4.07 0.72 3.90
H 1.72 0.63 4.72
H -0.12 0.51 3.08
H 3.35 -1.40 -1.59
H 2.63 -1.64 0.00
H 3.72 -3.80 -1.13
H 2.95 -6.00 -1.99
H 0.58 -6.22 -2.78
H -0.89 -4.21 -2.62
N -0.57 2.07 -0.88
C -0.22 3.14 0.01
C 0.70 4.11 -0.38
C 1.04 5.14 0.49
C 0.45 5.19 1.74
C -0.46 4.22 2.12
C -0.84 3.18 1.26
C -1.85 2.17 1.66
C -2.90 2.60 2.48
C -3.82 1.71 2.99
C -3.69 0.36 2.70
C -2.68 -0.06 1.85
C -1.76 0.82 1.26
H -0.17 2.24 -1.80
H -1.58 2.05 -0.99
H 1.14 4.06 -1.36
H 1.75 5.89 0.18
H 0.71 5.99 2.43
H -0.89 4.26 3.12
H -2.99 3.66 2.71
H -4.63 2.06 3.61
H -4.36 -0.36 3.14
H -2.59 -1.12 1.63
F -1.63 -4.29 3.06
C -1.11 -3.97 1.87
F -0.52 -5.06 1.37
F -2.12 -3.62 1.06
S 0.11 -2.55 2.03
O 1.42 -3.14 1.90
O -0.20 -1.95 3.30
O -0.27 -1.73 0.87
*
```

Charges obtained by Löwdin population analysis, quoted in units of e:
1. Cr 0.78
2. C -0.16
3. C -0.13
4. C -0.30
5. C -0.08
6. C -0.11
7. C -0.10
8. C -0.16
9. N -0.06
10. N -0.16
11. C -0.13
12. C -0.24
13. C 0.00
14. C -0.02
15. C -0.02
16. C -0.09
17. N 0.05
18. C -0.10
19. C -0.26
20. C -0.02
21. C -0.06
22. C -0.06
23. C -0.12
24. N 0.11
25. H 0.13
26. H 0.11
27. H 0.12
28. H 0.09
29. H 0.10
30. H 0.08
31. H 0.10
32. H 0.09
33. H 0.14
34. H 0.11
35. H 0.12
36. H 0.11
37. H 0.12
38. H 0.12
39. H 0.13
40. H 0.12
41. H 0.12
42. H 0.11
43. H 0.10
44. H 0.12
45. N 0.08
46. C -0.24
47. C -0.04
48. C -0.08
49. C -0.08
50. C -0.02
51. C -0.13
52. C -0.19
53. C -0.04
54. C -0.08
55. C -0.07
56. C -0.12
57. C -0.17
58. H 0.10
59. H 0.12
60. H 0.11
61. H 0.10
62. H 0.10
63. H 0.11
64. H 0.11
65. H 0.10
66. H 0.11
67. H 0.08
68. F 0.13
69. C -0.63
70. F 0.13
71. F 0.12
72. S 0.53
73. O -0.27
74. O -0.27
75. O -0.39

No. 4
Entry from OMol25: an isolated molecule of C23H25FN2O3 (ωB97M-V/def2-TZVPD).

Calculated values
Maximum force (eV/A): 0.20
HOMO (eV): -9.0
Total energy (eV): -36097.71053
Gap between HOMO and LUMO (eV): 9.57

Structure (ORCA input):
```
! RIJCOSX wB97M-V def2-TZVPD def2/J DEFGRID3
* xyz 0 1
C -5.59 -1.24 -0.04
C -4.64 -2.35 0.32
C -5.11 -3.62 0.61
C -4.26 -4.67 0.95
C -4.80 -6.03 1.30
C -2.89 -4.42 0.99
C -2.39 -3.16 0.69
C -0.90 -2.98 0.74
O -0.19 -3.68 1.44
N -0.41 -1.96 -0.02
C 0.99 -1.69 -0.06
C 1.82 -1.96 -1.29
C 1.53 -0.55 -0.87
C 0.59 0.30 -1.70
C 0.06 1.46 -0.85
N 1.17 2.23 -0.30
C 1.60 3.30 -1.04
O 1.05 3.66 -2.06
C 2.80 4.07 -0.53
C 3.80 4.37 -1.44
C 4.90 5.12 -1.05
C 4.99 5.59 0.25
C 3.99 5.32 1.17
O 3.99 5.75 2.46
C 2.90 4.55 0.76
F 1.94 4.30 1.66
C 2.06 1.44 0.55
C 2.64 0.27 -0.24
C -3.27 -2.13 0.37
H -5.22 -0.27 0.31
H -5.70 -1.17 -1.13
H -6.57 -1.40 0.38
H -6.18 -3.81 0.59
H -4.14 -6.82 0.94
H -4.89 -6.14 2.38
H -5.79 -6.18 0.87
H -2.19 -5.20 1.25
H -1.02 -1.52 -0.68
H 1.46 -1.89 0.90
H 2.82 -2.35 -1.16
H 1.29 -2.34 -2.16
H 1.13 0.71 -2.56
H -0.24 -0.28 -2.11
H -0.57 2.13 -1.43
H -0.51 1.07 0.00
H 3.70 4.02 -2.46
H 5.68 5.34 -1.76
H 5.85 6.18 0.56
H 4.78 6.29 2.61
H 2.84 2.07 0.96
H 1.46 1.06 1.38
H 3.25 -0.35 0.41
H 3.30 0.66 -1.03
H -2.90 -1.13 0.18
*
```

Charges obtained by natural (NBO) population analysis, quoted in units of e:
1. C -0.63
2. C 0.00
3. C -0.21
4. C 0.01
5. C -0.63
6. C -0.21
7. C -0.05
8. C 0.66
9. O -0.62
10. N -0.62
11. C -0.05
12. C -0.42
13. C -0.07
14. C -0.40
15. C -0.22
16. N -0.43
17. C 0.67
18. O -0.61
19. C -0.20
20. C -0.19
21. C -0.20
22. C -0.27
23. C 0.22
24. O -0.65
25. C 0.40
26. F -0.32
27. C -0.21
28. C -0.39
29. C -0.24
30. H 0.22
31. H 0.22
32. H 0.22
33. H 0.20
34. H 0.22
35. H 0.22
36. H 0.21
37. H 0.23
38. H 0.40
39. H 0.23
40. H 0.22
41. H 0.22
42. H 0.23
43. H 0.20
44. H 0.24
45. H 0.19
46. H 0.23
47. H 0.22
48. H 0.21
49. H 0.48
50. H 0.22
51. H 0.20
52. H 0.22
53. H 0.21
54. H 0.20

No. 5
Entry from OMol25: a cluster of 2 separate species, C6H11P in total (ωB97M-V/def2-TZVPD).

Calculated values
Maximum force (eV/A): 3.24
HOMO (spin up / spin down) (eV): -8.6 / -8.2
Total energy (eV): -15683.44885
Gap between HOMO and LUMO (spin up / spin down) (eV): 8.45 / 8.12

Structure (ORCA input):
```
! RIJCOSX wB97M-V def2-TZVPD def2/J DEFGRID3
* xyz 0 1
C -1.37 -1.77 -0.36
C -1.76 -0.57 -1.31
C -0.16 -1.17 0.36
C -0.67 0.48 -1.27
C 0.25 0.11 -0.37
C 2.29 0.89 0.99
P 2.21 2.69 1.15
H -2.10 -2.01 0.44
H -1.06 -2.67 -0.95
H -2.11 -0.94 -2.33
H -2.78 -0.17 -1.04
H -0.35 -1.05 1.39
H 0.59 -1.88 0.36
H -0.63 1.37 -1.81
H 2.09 0.27 1.87
H 3.14 0.54 0.32
H 1.22 2.74 2.19
H 1.20 3.16 0.36
*
```

Charges obtained by natural (NBO) population analysis, quoted in units of e:
1. C -0.40
2. C -0.43
3. C -0.51
4. C -0.34
5. C 0.16
6. C -0.65
7. P 0.31
8. H 0.21
9. H 0.21
10. H 0.21
11. H 0.21
12. H 0.20
13. H 0.21
14. H 0.22
15. H 0.22
16. H 0.22
17. H -0.02
18. H -0.01

No. 6
Entry from OMol25: a structure of composition C6H16N2 (ωB97M-V/def2-TZVPD).

Calculated values
Maximum force (eV/A): 2.07
HOMO (eV): -7.3
Total energy (eV): -9458.00651
Gap between HOMO and LUMO (eV): 7.94

Structure (ORCA input):
```
! RIJCOSX wB97M-V def2-TZVPD def2/J DEFGRID3
* xyz 0 1
C -1.63 0.83 -1.44
C 0.39 0.36 1.75
C -0.08 2.46 0.48
C -0.88 0.17 -0.29
C -0.37 1.02 0.78
N -1.58 -1.03 0.15
H -0.95 -1.66 0.63
H -1.94 -1.53 -0.65
H -1.79 0.11 -2.24
H -1.08 1.68 -1.85
H -2.61 1.18 -1.10
H 0.91 0.97 2.48
H 1.20 -0.39 0.91
H -0.05 -0.51 2.23
H -0.98 3.00 0.18
H 0.34 2.96 1.35
H 0.64 2.56 -0.34
C 1.83 -1.24 -0.22
N 1.16 -2.53 -0.20
H 0.56 -2.66 -1.00
H 1.81 -3.31 -0.16
H 2.17 -0.92 -1.21
H 2.72 -1.29 0.41
H 0.21 -0.21 -0.64
*
```

Charges obtained by natural (NBO) population analysis, quoted in units of e:
1. C -0.61
2. C -0.61
3. C -0.66
4. C -0.13
5. C 0.13
6. N -0.83
7. H 0.38
8. H 0.35
9. H 0.21
10. H 0.21
11. H 0.22
12. H 0.22
13. H 0.25
14. H 0.23
15. H 0.22
16. H 0.22
17. H 0.22
18. C -0.47
19. N -0.87
20. H 0.35
21. H 0.36
22. H 0.18
23. H 0.19
24. H 0.24

No. 7
Entry from OMol25: a structure of composition C24H38N3O2PSiTc (ωB97M-V/def2-TZVPD).

Calculated values
Maximum force (eV/A): 5.47
HOMO (spin up / spin down) (eV): -4.7 / -7.0
⟨S²⟩: 3.786
Total energy (eV): -53429.67906
Gap between HOMO and LUMO (spin up / spin down) (eV): 5.17 / 6.68

Structure (ORCA input):
```
! RIJCOSX wB97M-V def2-TZVPD def2/J DEFGRID3
* xyz 0 4
Tc -0.35 0.22 -0.29
Si -1.47 1.54 1.38
P -0.66 2.03 -1.68
N 1.36 0.69 0.04
H -1.51 -0.55 0.07
C 0.09 1.92 -3.36
H 0.20 2.90 -3.84
H -0.51 1.24 -3.98
H 1.11 1.49 -3.24
C -2.41 2.55 -1.96
H -2.43 3.36 -2.70
H -2.84 2.90 -1.01
H -2.97 1.69 -2.33
C 0.24 3.54 -1.09
H 0.03 4.37 -1.78
H 1.32 3.33 -1.08
H -0.09 3.79 -0.07
C -3.29 1.08 1.80
H -3.37 0.03 2.13
H -3.95 1.25 0.93
H -3.57 1.75 2.63
H -0.68 1.20 2.60
H -1.55 3.05 1.27
C 2.55 1.07 0.59
C 4.99 1.06 0.62
C 3.81 0.54 0.11
C 2.59 2.04 1.66
C 3.82 2.51 2.11
C 5.00 2.05 1.58
H 5.91 0.70 0.20
H 3.73 -0.22 -0.68
H 1.59 2.37 1.98
H 3.75 3.27 2.85
H 5.91 2.44 1.95
C -1.94 -1.63 -2.03
O -0.93 -0.83 -2.12
C -1.45 -3.08 -2.00
H -2.18 -3.84 -1.78
H -0.62 -3.13 -1.20
H -1.12 -3.37 -2.99
C -3.30 -1.06 -1.99
H -3.64 -0.59 -2.90
H -3.39 -0.26 -1.19
H -4.03 -1.80 -1.78
C -0.18 -5.28 4.17
N -0.65 -4.20 3.35
N 0.21 -3.23 2.96
C -0.47 -2.36 2.15
O 0.15 -1.45 1.55
C -1.84 -2.78 2.18
C -1.90 -3.93 2.92
C -3.01 -4.83 3.29
C 1.62 -3.17 3.10
C 2.38 -4.30 2.80
C 3.77 -4.21 2.84
C 4.40 -3.00 3.14
C 3.63 -1.85 3.33
C 2.24 -1.93 3.34
H 0.81 -5.09 4.58
H -0.12 -6.22 3.60
H -0.87 -5.43 5.00
H -2.66 -2.29 1.72
H -2.88 -5.85 2.88
H -3.15 -4.92 4.38
H -3.94 -4.44 2.88
H 1.90 -5.25 2.54
H 4.39 -5.08 2.64
H 5.49 -2.91 3.23
H 4.07 -0.85 3.48
H 1.59 -1.07 3.52
*
```

Charges obtained by natural (NBO) population analysis, quoted in units of e:
1. Tc 0.57
2. Si 0.74
3. P 1.21
4. N -0.61
5. H -0.07
6. C -0.95
7. H 0.23
8. H 0.26
9. H 0.26
10. C -0.96
11. H 0.23
12. H 0.25
13. H 0.26
14. C -0.95
15. H 0.22
16. H 0.26
17. H 0.25
18. C -1.08
19. H 0.23
20. H 0.22
21. H 0.22
22. H -0.16
23. H -0.19
24. C 0.14
25. C -0.21
26. C -0.25
27. C -0.26
28. C -0.21
29. C -0.26
30. H 0.21
31. H 0.22
32. H 0.22
33. H 0.21
34. H 0.21
35. C 0.34
36. O -0.73
37. C -0.67
38. H 0.20
39. H 0.21
40. H 0.21
41. C -0.69
42. H 0.20
43. H 0.20
44. H 0.21
45. C -0.43
46. N -0.17
47. N -0.25
48. C 0.61
49. O -0.71
50. C -0.41
51. C 0.24
52. C -0.66
53. C 0.19
54. C -0.26
55. C -0.21
56. C -0.21
57. C -0.19
58. C -0.20
59. H 0.24
60. H 0.20
61. H 0.22
62. H 0.24
63. H 0.23
64. H 0.23
65. H 0.24
66. H 0.22
67. H 0.22
68. H 0.22
69. H 0.23
70. H 0.25

No. 8
Entry from OMol25: an isolated molecule of C19H29NO5 (ωB97M-V/def2-TZVPD).

Calculated values
Maximum force (eV/A): 0.63
HOMO (eV): -8.3
Total energy (eV): -31901.26752
Gap between HOMO and LUMO (eV): 9.03

Structure (ORCA input):
```
! RIJCOSX wB97M-V def2-TZVPD def2/J DEFGRID3
* xyz 0 1
C -2.53 -3.93 -0.63
C -1.01 -3.80 -0.56
O -0.60 -2.71 0.26
C -0.55 -1.50 -0.31
O -0.90 -1.29 -1.45
C -0.01 -0.44 0.64
C -1.13 -0.12 1.67
C -2.42 0.29 1.02
C -3.40 -0.65 0.75
C -4.57 -0.27 0.11
C -4.78 1.04 -0.26
C -3.81 2.00 0.02
O -3.91 3.33 -0.27
C -5.06 3.78 -0.94
C -2.64 1.61 0.67
C 1.22 -0.97 1.39
C 2.41 -1.15 0.43
N 2.75 0.04 -0.31
C 3.46 1.04 0.48
C 4.97 0.83 0.37
O 5.61 1.69 1.28
C 5.47 1.09 -1.05
O 6.87 0.90 -1.15
C 1.60 0.53 -1.04
C 0.38 0.81 -0.15
H -2.79 -4.80 -1.23
H -2.94 -4.07 0.37
H -2.96 -3.04 -1.07
H -0.61 -3.65 -1.57
H -0.56 -4.68 -0.11
H -1.29 -1.01 2.28
H -0.77 0.68 2.33
H -3.26 -1.67 1.05
H -5.33 -1.01 -0.10
H -5.70 1.31 -0.76
H -5.96 3.61 -0.34
H -4.92 4.85 -1.08
H -5.18 3.30 -1.92
H -1.91 2.38 0.89
H 0.99 -1.92 1.87
H 1.49 -0.25 2.16
H 3.28 -1.49 0.99
H 2.16 -1.93 -0.30
H 3.20 1.03 1.54
H 3.23 2.04 0.09
H 5.21 -0.22 0.64
H 6.50 1.86 0.94
H 4.92 0.46 -1.75
H 5.30 2.14 -1.31
H 7.06 -0.03 -1.01
H 1.89 1.44 -1.57
H 1.34 -0.22 -1.78
H -0.45 1.12 -0.79
H 0.61 1.62 0.54
*
```

Charges obtained by natural (NBO) population analysis, quoted in units of e:
1. C -0.64
2. C -0.07
3. O -0.53
4. C 0.83
5. O -0.61
6. C -0.16
7. C -0.40
8. C -0.01
9. C -0.25
10. C -0.18
11. C -0.31
12. C 0.29
13. O -0.49
14. C -0.25
15. C -0.21
16. C -0.41
17. C -0.22
18. N -0.46
19. C -0.23
20. C 0.08
21. O -0.72
22. C -0.09
23. O -0.73
24. C -0.21
25. C -0.42
26. H 0.22
27. H 0.21
28. H 0.23
29. H 0.20
30. H 0.19
31. H 0.22
32. H 0.22
33. H 0.21
34. H 0.21
35. H 0.22
36. H 0.18
37. H 0.20
38. H 0.18
39. H 0.21
40. H 0.23
41. H 0.20
42. H 0.20
43. H 0.19
44. H 0.19
45. H 0.20
46. H 0.14
47. H 0.48
48. H 0.18
49. H 0.18
50. H 0.47
51. H 0.20
52. H 0.21
53. H 0.24
54. H 0.20